# 1
A single C10H19N3O4 molecule at a distorted geometry, computed with ωB97M-V/def2-TZVPD.

Each line ends with the Löwdin charge.
Atoms and positions in Å:
C: -2.69 -2.02 -0.19  -0.13
C: -2.38 -0.59 -0.35  -0.44
C: -3.59 -0.11 -1.39  -0.08
C: -2.34 0.06 0.99  -0.19
C: -1.37 1.29 1.08  -0.26
N: -1.42 1.99 -0.33  -0.01
C: -0.09 0.48 1.05  -0.38
O: 0.14 -0.44 1.87  0.04
N: 0.76 0.94 -0.04  0.09
C: 2.12 0.57 0.18  -0.39
C: 2.56 -0.37 -0.77  -0.05
C: 3.69 -1.44 -0.28  -0.57
N: 3.34 -1.91 0.81  0.16
O: 4.80 -1.74 -0.74  0.02
C: 3.03 1.70 -0.01  -0.48
O: 2.64 2.82 -0.43  0.08
O: 4.24 1.27 0.18  0.14
H: -3.95 -2.38 -0.21  0.16
H: -2.42 -2.62 -1.04  0.04
H: -2.05 -2.48 0.74  0.13
H: -1.44 -0.44 -0.80  0.10
H: -4.63 -0.47 -0.94  0.10
H: -3.54 0.99 -1.94  0.11
H: -3.37 -0.79 -2.29  0.07
H: -2.15 -0.33 1.89  0.07
H: -3.29 0.59 1.16  0.12
H: -1.51 2.11 2.02  0.21
H: -1.94 1.60 -1.12  0.02
H: -1.76 2.96 0.39  0.20
H: 0.57 1.85 -0.47  0.12
H: 2.22 0.31 1.21  0.15
H: 1.46 -0.87 -0.80  0.17
H: 2.73 -0.27 -1.95  0.19
H: 2.63 -1.47 1.36  0.09
H: 3.98 -2.49 1.46  0.19
H: 5.01 1.69 -0.31  0.20

Electronic energy, eV: -23332.0568
HOMO-LUMO gap, eV: 9.8407
F_max, eV Å⁻¹: 9.63
2S+1: 1
Energy above the lowest of the compared OMol25 structures with the same formula, charge and spin, kcal per mole: 200.3

***

# 2
A single C10H19N3O4 molecule at a distorted geometry, computed with ωB97M-V/def2-TZVPD.

Each line ends with the Löwdin charge.
Atoms and positions in Å:
C: -5.03 -0.26 0.68  -0.11
C: -3.85 0.55 1.24  -0.21
C: -2.62 0.89 0.37  -0.36
C: -3.04 1.42 -1.05  -0.08
C: -1.54 -0.18 0.36  -0.27
N: -0.31 0.39 -0.06  0.09
C: 0.95 0.03 0.33  -0.35
O: 1.22 -0.88 1.20  -0.01
C: 2.03 0.95 -0.47  -0.20
N: 1.51 2.39 -0.56  0.04
C: 3.37 0.81 0.40  -0.08
C: 4.41 -0.26 0.15  -0.54
N: 3.93 -1.54 -0.22  0.15
O: 5.56 0.05 0.04  0.07
C: -1.90 -1.35 -0.56  -0.45
O: -2.79 -1.20 -1.33  0.14
O: -0.89 -2.30 -0.56  0.06
H: -4.85 -1.28 0.48  0.03
H: -5.20 0.22 -0.40  0.09
H: -6.08 -0.23 1.18  0.10
H: -3.45 0.05 2.21  0.12
H: -4.12 1.74 1.42  0.16
H: -1.98 1.75 0.65  0.13
H: -2.04 1.47 -1.77  0.14
H: -3.88 0.84 -1.61  0.08
H: -3.38 2.42 -0.82  0.06
H: -1.62 -0.68 1.36  0.16
H: -0.47 1.42 -0.36  0.15
H: 2.14 0.35 -1.31  0.12
H: 1.89 3.10 -1.18  0.08
H: 1.48 2.86 0.35  0.08
H: 4.03 1.74 0.14  0.14
H: 3.08 1.02 1.48  0.13
H: 4.49 -2.31 -0.18  0.05
H: 2.99 -1.80 0.30  0.13
H: -0.33 -2.22 0.34  0.16

Electronic energy, eV: -23336.3120
HOMO-LUMO gap, eV: 10.1372
F_max, eV Å⁻¹: 5.67
2S+1: 1
Energy above the lowest of the compared OMol25 structures with the same formula, charge and spin, kcal per mole: 102.2

***

# 3
A single C10H19N3O4 molecule at a distorted geometry, computed with ωB97M-V/def2-TZVPD.

Each line ends with the Löwdin charge.
Atoms and positions in Å:
C: 0.95 0.90 -3.19  -0.09
C: 2.25 0.82 -2.35  -0.36
C: 2.99 2.19 -2.21  -0.06
C: 1.88 0.15 -0.98  -0.21
N: 1.29 1.14 -0.06  0.13
C: 0.21 1.07 0.81  -0.43
O: -0.13 2.03 1.45  0.10
C: -0.55 -0.27 0.81  -0.31
N: 0.26 -1.21 1.59  0.05
C: -1.94 -0.07 1.39  -0.17
C: -2.75 -1.33 1.42  -0.12
C: -3.94 -1.12 2.41  -0.54
N: -5.13 -1.62 2.03  0.09
O: -3.85 -0.41 3.43  0.02
C: 3.14 -0.52 -0.43  -0.46
O: 4.26 -0.53 -0.88  0.11
O: 2.92 -1.02 0.82  0.08
H: 0.18 1.58 -2.76  0.09
H: 1.18 1.27 -4.20  0.07
H: 0.59 -0.20 -3.29  0.11
H: 2.87 0.04 -2.89  0.15
H: 3.23 2.55 -3.21  0.07
H: 2.36 2.98 -1.77  0.08
H: 3.97 2.02 -1.69  0.10
H: 1.14 -0.66 -1.06  0.14
H: 1.77 2.05 -0.07  0.14
H: -0.65 -0.61 -0.24  0.15
H: 0.35 -0.87 2.55  0.12
H: -0.14 -2.18 1.66  0.12
H: -1.78 0.38 2.39  0.13
H: -2.50 0.71 0.88  0.13
H: -2.26 -2.19 1.90  0.12
H: -3.14 -1.60 0.47  0.10
H: -5.82 -1.86 2.84  0.15
H: -5.18 -2.55 1.35  0.18
H: 1.97 -1.07 1.06  0.04

Electronic energy, eV: -23339.1263
HOMO-LUMO gap, eV: 9.8099
F_max, eV Å⁻¹: 6.51
2S+1: 1
Energy above the lowest of the compared OMol25 structures with the same formula, charge and spin, kcal per mole: 37.3

***

# 4
A single C10H19N3O5 molecule at a distorted geometry, computed with ωB97M-V/def2-TZVPD.

Each line ends with the Löwdin charge.
Atoms and positions in Å:
N: 2.45 -2.40 -0.60  0.00
C: 2.09 -1.42 0.56  -0.25
C: 2.81 -0.03 0.43  -0.18
C: 2.19 0.63 -0.83  -0.20
C: 1.08 1.55 -0.32  -0.18
C: -0.13 1.87 -1.11  -0.38
N: -0.11 3.17 -1.71  0.05
C: -1.34 1.73 -0.21  -0.38
O: -1.67 2.76 0.43  0.05
N: -2.18 0.61 -0.41  0.10
C: -1.64 -0.66 -0.20  -0.27
C: -1.70 -1.18 1.23  -0.05
C: -1.24 -0.28 2.36  -0.48
O: -0.08 -0.23 2.74  0.08
O: -2.17 0.57 2.83  0.11
C: -2.40 -1.59 -1.17  -0.39
O: -3.41 -1.45 -1.84  0.12
O: -1.66 -2.79 -1.24  0.09
H: 3.47 -2.48 -0.35  0.07
H: 2.23 -3.30 -0.15  0.05
H: 1.00 -1.20 0.48  0.07
H: 2.30 -1.75 1.59  0.10
H: 3.90 0.12 0.36  0.11
H: 2.50 0.63 1.30  0.12
H: 1.66 -0.07 -1.50  0.10
H: 2.82 1.17 -1.53  0.11
H: 1.44 2.44 0.11  0.12
H: 0.69 0.85 0.51  0.10
H: -0.22 1.17 -2.00  0.17
H: -0.91 3.34 -2.28  0.06
H: -0.25 3.93 -0.99  0.11
H: -3.17 0.83 -0.20  0.18
H: -0.53 -0.66 -0.57  0.17
H: -1.08 -2.09 1.08  0.13
H: -2.64 -1.74 1.52  0.16
H: -1.92 1.15 3.59  0.16
H: -2.19 -3.20 -1.91  0.10

Electronic energy, eV: -25384.6899
HOMO-LUMO gap, eV: 9.7566
F_max, eV Å⁻¹: 3.98
2S+1: 1
Energy above the lowest of the compared OMol25 structures with the same formula, charge and spin, kcal per mole: 74.5

***

# 5
2 unconnected molecules or ions with the total composition C10H19NO, computed with ωB97M-V/def2-TZVPD.

Each line ends with the Löwdin charge.
Atoms and positions in Å:
C: -1.96 -0.87 0.27  0.01
C: -2.69 -1.94 0.57  -0.15
C: -2.31 -3.34 0.22  -0.34
C: -3.30 -4.09 -0.62  -0.07
C: -1.11 -3.87 0.53  -0.13
C: -0.02 -3.30 1.39  -0.11
H: -2.31 0.13 0.53  0.04
H: -0.98 -0.95 -0.22  0.08
H: -3.70 -1.82 0.96  0.10
H: -3.02 -5.15 -0.66  0.07
H: -3.35 -3.66 -1.64  0.09
H: -4.32 -3.99 -0.18  0.08
H: -0.89 -4.86 0.10  0.11
H: 0.82 -2.98 0.75  0.08
H: 0.41 -4.09 2.03  0.07
H: -0.39 -2.46 1.99  0.07
C: -0.16 2.19 0.99  -0.08
C: -0.06 2.30 -0.50  -0.21
N: 0.95 2.61 -1.20  0.04
O: 2.07 2.84 -0.38  -0.18
C: 3.19 3.24 -1.18  -0.28
C: 4.37 3.50 -0.24  -0.08
H: -0.10 3.18 1.47  0.08
H: 0.67 1.58 1.37  0.08
H: -1.12 1.74 1.29  0.05
H: -0.94 2.09 -1.11  0.11
H: 2.92 4.13 -1.77  0.11
H: 3.43 2.45 -1.92  0.11
H: 4.57 2.59 0.33  0.07
H: 4.12 4.31 0.46  0.07
H: 5.27 3.81 -0.81  0.08

Electronic energy, eV: -14212.6965
HOMO-LUMO gap, eV: 9.7026
F_max, eV Å⁻¹: 0.84
2S+1: 1
Energy above the lowest of the compared OMol25 structures with the same formula, charge and spin, kcal per mole: 67.7

***

# 6
A single C10H19P molecule at a distorted geometry, computed with ωB97M-V/def2-TZVPD.

Each line ends with the Löwdin charge.
Atoms and positions in Å:
C: 0.29 2.63 -0.06  0.06
C: 0.18 1.44 0.51  -0.37
C: -1.15 0.98 1.01  -0.07
C: -1.59 -0.51 -0.01  -0.68
C: -1.74 0.14 -1.37  -0.13
C: -2.91 -0.92 0.49  -0.15
P: -0.16 -1.69 0.03  1.01
C: 1.38 -0.74 -0.05  -0.71
C: 2.55 -1.51 0.68  -0.08
C: 1.71 -0.46 -1.61  -0.07
C: 1.42 0.61 0.70  -0.19
H: 1.22 2.98 -0.28  0.03
H: -0.53 3.34 -0.13  0.07
H: -1.26 0.66 2.12  0.14
H: -1.92 1.64 0.80  0.05
H: -0.78 0.60 -1.59  0.05
H: -2.52 0.90 -1.31  0.08
H: -1.90 -0.49 -2.22  0.07
H: -3.49 0.12 0.57  0.12
H: -2.74 -1.25 1.65  0.12
H: -3.47 -1.70 0.02  0.06
H: -0.13 -1.98 1.42  -0.04
H: 3.26 -0.65 1.05  0.12
H: 3.05 -2.08 -0.11  0.07
H: 2.18 -2.15 1.40  0.02
H: 2.69 -0.90 -1.74  0.06
H: 1.59 0.55 -1.96  0.07
H: 1.09 -1.14 -2.18  0.04
H: 2.34 1.18 0.41  0.14
H: 1.34 0.36 1.76  0.12

Electronic energy, eV: -19964.1011
HOMO-LUMO gap, eV: 8.9279
F_max, eV Å⁻¹: 5.16
2S+1: 1
Energy above the lowest of the compared OMol25 structures with the same formula, charge and spin, kcal per mole: 21.7

***

# 7
A molecular structure, C10H20AgCl10O4PSn2 at a distorted geometry, computed with ωB97M-V/def2-TZVPD.

Each line ends with the Löwdin spin population.
Atoms and positions in Å:
Ag: 1.13 -0.71 -3.40  0.00
Sn: 2.06 3.09 -3.05  0.00
Sn: -3.02 2.12 -2.61  0.00
P: -0.27 0.36 -1.63  0.00
O: -0.33 -1.18 -1.78  0.00
O: 1.24 0.63 -1.60  0.00
O: -1.17 1.13 -0.68  0.00
O: -0.47 0.85 -3.09  0.00
Cl: 4.39 -0.72 0.43  0.06
C: 4.40 0.28 -0.99  0.01
C: 5.61 0.07 -1.83  0.00
Cl: 7.08 0.63 -1.06  0.00
H: 4.41 1.34 -0.72  0.00
H: 3.50 0.07 -1.57  0.00
H: 5.61 0.48 -2.84  0.00
H: 5.67 -1.02 -1.91  0.00
Cl: 1.97 2.38 2.90  0.01
C: 1.07 2.13 1.33  0.00
C: 0.47 3.47 0.76  0.00
Cl: 1.91 4.50 0.51  0.00
H: 0.27 1.43 1.58  0.00
H: 1.68 1.62 0.58  0.00
H: -0.20 3.91 1.50  0.00
H: -0.06 3.36 -0.18  0.00
Cl: -2.57 0.19 3.96  0.00
C: -2.87 0.71 2.32  0.00
C: -4.37 1.02 2.11  0.00
Cl: -4.47 2.06 0.70  0.00
H: -2.46 -0.07 1.69  0.00
H: -2.27 1.61 2.18  0.00
H: -4.72 1.58 2.98  0.00
H: -5.05 0.18 2.02  0.00
Cl: -4.93 -1.69 -0.26  0.00
C: -3.13 -2.03 -0.41  0.00
C: -2.75 -2.89 -1.63  0.00
Cl: -3.90 -4.26 -1.74  0.00
H: -2.80 -2.52 0.50  0.00
H: -2.62 -1.07 -0.39  0.00
H: -1.73 -3.25 -1.49  0.00
H: -2.71 -2.35 -2.58  0.00
Cl: 1.96 -1.17 2.62  0.55
C: 0.96 -1.44 1.19  0.07
C: 0.59 -2.90 0.98  0.03
Cl: -0.10 -3.72 2.37  0.20
H: 1.55 -1.05 0.36  0.02
H: 0.12 -0.75 1.06  0.03
H: 1.45 -3.49 0.66  0.01
H: -0.10 -2.92 0.13  0.00

Electronic energy, eV: -169025.2515
Total charge: +3
HOMO-LUMO gap (alpha / beta), eV: 3.4957 / 2.8105
F_max, eV Å⁻¹: 5.38
2S+1: 2
Expectation value of S²: 0.754
Energy above the lowest of the compared OMol25 structures with the same formula, charge and spin, kcal per mole: 90.3

***

# 8
A gas-phase ion, C10H20BrN2O (charge +1), computed with ωB97M-V/def2-TZVPD.

Each line ends with the Löwdin charge.
Atoms and positions in Å:
C: 3.62 0.17 1.05  -0.06
C: 2.33 0.44 0.27  -0.41
C: 2.54 1.57 -0.74  -0.09
C: 1.82 -0.85 -0.39  -0.33
C: 2.61 -1.26 -1.64  -0.05
C: 0.36 -0.78 -0.77  -0.16
O: -0.44 -0.63 0.42  -0.08
C: -1.75 -0.29 0.23  -0.36
C: -2.71 -0.84 1.29  -0.03
C: -3.94 0.05 1.11  -0.31
N: -4.86 -0.32 0.05  0.09
N: -3.27 1.35 0.77  0.12
C: -2.08 1.19 0.33  -0.60
Br: -0.96 2.56 -0.10  1.04
H: 4.10 1.10 1.35  0.08
H: 4.34 -0.40 0.46  0.08
H: 3.42 -0.40 1.96  0.08
H: 1.58 0.74 1.00  0.12
H: 2.56 2.54 -0.23  0.08
H: 3.50 1.47 -1.25  0.09
H: 1.77 1.61 -1.51  0.06
H: 1.90 -1.66 0.35  0.15
H: 2.36 -0.62 -2.49  0.09
H: 3.68 -1.18 -1.47  0.08
H: 2.40 -2.29 -1.92  0.09
H: 0.16 0.07 -1.45  0.11
H: 0.05 -1.70 -1.28  0.14
H: -2.13 -0.57 -0.77  0.18
H: -2.91 -1.90 1.18  0.14
H: -2.27 -0.65 2.27  0.14
H: -4.48 0.21 2.05  0.15
H: -4.84 0.28 -0.76  0.09
H: -4.76 -1.29 -0.24  0.09
H: -3.71 2.26 0.90  0.18

Electronic energy, eV: -85757.7575
Total charge: +1
HOMO-LUMO gap, eV: 9.0589
F_max, eV Å⁻¹: 0.36
2S+1: 1